{"formula": "C40H35FN3O6Rh", "method": "ωB97M-V with the def2-TZVPD basis set", "elements": ["Rh", "F", "O", "O", "O", "O", "O", "O", "N", "N", "N", "C", "C", "C", "C", "C", "C", "C", "C", "C", "C", "C", "C", "C", "C", "C", "C", "C", "C", "C", "C", "C", "C", "C", "C", "C", "C", "C", "C", "C", "C", "C", "C", "C", "C", "C", "C", "C", "C", "C", "C", "H", "H", "H", "H", "H", "H", "H", "H", "H", "H", "H", "H", "H", "H", "H", "H", "H", "H", "H", "H", "H", "H", "H", "H", "H", "H", "H", "H", "H", "H", "H", "H", "H", "H", "H"], "positions_angstrom": [[0.370, 0.640, 1.188], [1.388, -2.060, 2.331], [0.094, 0.411, 5.708], [0.679, 2.458, 2.805], [0.229, -0.131, 3.497], [0.794, 0.410, -2.238], [-1.512, 3.574, 0.093], [0.655, 3.109, 4.993], [-0.278, 1.760, -0.679], [2.474, 0.670, 0.557], [-0.915, -1.190, 0.811], [-2.980, -0.837, 3.157], [-0.825, 3.526, -4.987], [0.142, 1.377, -1.940], [-3.476, -1.455, -1.906], [4.219, 0.388, -1.166], [-2.353, 1.430, 2.191], [0.594, 2.407, 4.023], [-1.716, 4.365, -2.895], [0.349, -2.882, 2.131], [4.871, -0.398, -2.110], [-1.149, -2.364, -1.920], [-0.569, -5.059, 2.602], [-1.044, -1.999, -3.412], [2.723, -1.417, -0.697], [-3.257, 0.207, 2.065], [4.776, 3.906, 2.066], [-1.573, 4.464, -4.280], [3.566, 4.136, 1.425], [-0.771, -2.440, 1.379], [-1.807, -3.413, 1.340], [2.809, 3.080, 0.927], [3.135, -0.105, -0.397], [-1.099, 3.307, -2.264], [3.230, 1.755, 1.066], [5.210, 2.590, 2.217], [-4.419, -0.238, -0.089], [0.244, 0.530, 4.524], [-3.241, -0.367, 0.650], [3.380, -2.193, -1.638], [4.451, 1.538, 1.726], [-1.352, -3.888, -1.836], [-0.207, 2.464, -4.325], [-2.266, -1.588, -1.223], [-0.367, 2.383, -2.959], [-1.015, 2.914, -0.799], [0.458, -4.127, 2.707], [-1.710, -4.673, 1.917], [4.475, -1.711, -2.348], [-4.551, -0.776, -1.357], [-2.128, -1.032, 0.078], [-3.573, -1.886, -2.899], [-2.293, 5.087, -2.325], [-2.686, 2.256, 1.570], [4.785, 0.514, 1.848], [-0.213, -2.104, -1.434], [-0.726, 3.627, -6.062], [1.367, -4.348, 3.255], [-5.258, 0.288, 0.358], [-1.251, -4.265, -0.818], [-0.482, -6.039, 3.055], [3.022, -3.201, -1.825], [5.688, 0.033, -2.682], [-5.484, -0.681, -1.906], [-2.271, 1.763, 3.229], [-1.797, -2.539, -4.001], [-2.722, -3.143, 0.825], [4.983, -2.324, -3.084], [1.847, -1.807, -0.208], [-0.054, -2.277, -3.788], [-1.175, -0.932, -3.586], [-2.548, -5.359, 1.828], [-4.276, 0.558, 2.231], [0.384, 1.723, -4.854], [-2.043, 5.279, -4.815], [1.867, 3.272, 0.427], [6.141, 2.383, 2.735], [-1.355, 1.191, 1.836], [4.529, 1.417, -1.029], [5.367, 4.733, 2.445], [-3.251, -0.424, 4.136], [3.200, 5.154, 1.312], [-3.566, -1.744, 2.988], [-0.611, -4.398, -2.465], [-2.352, -4.156, -2.206], [-1.931, -1.111, 3.197]], "orbital_gap_ev": [6.16, 5.64], "e_tot_ha": -2371.45880, "multiplicity": 5, "max_force_ev_per_a": 1.25, "s2": 6.01, "charge": -2}



{"formula": "C29H70Cl2F6N4O13P", "method": "ωB97M-V with the def2-TZVPD basis set", "elements": ["Cl", "Cl", "P", "F", "F", "F", "F", "F", "F", "O", "O", "O", "O", "O", "O", "O", "O", "O", "O", "O", "O", "O", "N", "N", "N", "N", "C", "C", "C", "C", "C", "C", "C", "C", "C", "C", "C", "C", "C", "C", "C", "C", "C", "C", "C", "C", "C", "C", "C", "C", "C", "C", "C", "C", "C", "H", "H", "H", "H", "H", "H", "H", "H", "H", "H", "H", "H", "H", "H", "H", "H", "H", "H", "H", "H", "H", "H", "H", "H", "H", "H", "H", "H", "H", "H", "H", "H", "H", "H", "H", "H", "H", "H", "H", "H", "H", "H", "H", "H", "H", "H", "H", "H", "H", "H", "H", "H", "H", "H", "H", "H", "H", "H", "H", "H", "H", "H", "H", "H", "H", "H", "H", "H", "H", "H"], "positions_angstrom": [[2.086, 5.389, -4.121], [0.733, 3.385, -6.036], [0.755, 1.309, -1.514], [2.279, 1.541, -2.162], [0.858, -0.111, -2.200], [0.824, 2.770, -0.880], [1.397, 0.837, -0.043], [-0.765, 1.273, -1.085], [0.194, 1.938, -2.922], [-0.687, -1.952, -5.157], [-1.438, 1.080, 3.827], [-0.724, 3.696, 4.412], [-2.858, -1.621, -5.902], [2.729, 2.587, 3.717], [-0.676, -6.862, -2.310], [-2.184, -3.482, -4.784], [-0.064, -4.741, -2.190], [5.179, -4.231, -3.741], [6.334, -2.247, -3.190], [-2.150, -5.342, -1.443], [4.173, -2.312, -3.083], [-5.181, 1.457, 1.194], [-2.434, 1.992, 0.991], [0.130, 3.005, 1.843], [0.954, 0.381, 2.668], [0.923, 1.726, 5.579], [8.091, -2.841, -4.805], [-3.336, 3.050, 0.428], [-2.741, 1.377, 4.256], [-1.273, 4.141, 5.750], [-0.922, 4.716, 3.314], [5.209, -3.058, -3.380], [3.163, 2.744, 5.062], [-4.065, -4.530, -6.211], [0.078, 4.421, 2.096], [1.947, 3.688, -4.739], [0.306, -1.872, 2.315], [-1.062, -5.615, -1.978], [-0.140, -3.396, -1.774], [1.862, 2.874, 5.869], [7.584, -2.941, -3.320], [2.152, 2.756, 7.400], [-6.528, 1.305, 1.832], [-0.718, -9.355, -2.595], [-3.504, -4.062, -4.803], [-0.184, -0.462, 2.432], [-1.973, -2.336, -5.400], [2.900, -2.792, -3.415], [-1.383, -8.041, -1.969], [-3.311, 3.038, -1.100], [-0.258, 5.039, 0.784], [-4.685, 2.845, 1.240], [3.607, 2.827, 2.645], [-1.208, -0.298, 3.616], [-0.418, -0.526, -5.291], [1.425, 3.861, 5.723], [-3.031, 0.611, 4.975], [-5.483, 3.513, 0.914], [8.371, -2.482, -2.722], [-0.845, -0.223, -6.247], [3.812, 1.929, 5.382], [-5.022, -5.051, -6.185], [-0.880, -9.370, -3.673], [-0.938, 4.381, 0.242], [-1.293, -10.210, -2.239], [-0.649, -2.715, -2.457], [2.941, 2.584, 1.817], [-4.154, -3.354, -4.290], [1.232, 2.798, 7.983], [0.974, -2.134, 3.136], [-1.567, -8.207, -0.907], [7.471, -3.996, -3.074], [-0.839, 5.936, 1.002], [3.777, 3.638, 5.169], [-3.399, -4.966, -4.203], [-6.745, 0.237, 1.845], [2.937, 3.388, -5.084], [-1.960, 4.750, 2.983], [-0.776, 5.058, 6.067], [0.883, -3.022, -1.790], [-2.972, 4.030, 0.736], [0.560, 2.930, 0.932], [-0.760, 0.040, -4.424], [1.556, -0.075, 3.340], [0.671, 5.246, 0.253], [-4.185, -3.646, -6.837], [-4.446, 3.018, 2.289], [-3.476, 1.470, 3.456], [1.566, 0.973, 5.781], [0.269, -9.568, -2.182], [4.080, 3.809, 2.624], [-3.894, 3.845, -1.545], [-7.414, 1.626, 1.285], [2.823, -2.953, -4.490], [-3.678, 2.112, -1.541], [1.444, 0.264, 1.793], [-1.152, 3.403, 6.543], [-3.333, -5.076, -6.806], [-0.560, -2.533, 2.328], [2.212, -1.963, -3.249], [1.822, 2.980, -3.921], [-0.394, -3.200, -0.732], [-0.638, 5.649, 3.800], [-0.713, 2.669, 1.401], [-2.799, 2.332, 4.778], [0.256, 1.710, 6.338], [-2.295, 4.488, 5.599], [-2.133, 1.387, 0.240], [-0.838, -0.679, 4.568], [-2.074, -0.938, 3.449], [-2.385, -7.803, -2.327], [7.345, -3.227, -5.500], [8.915, -3.505, -5.068], [1.114, 4.692, 2.298], [2.589, 1.799, 7.684], [2.591, -3.715, -2.926], [-3.099, 1.345, 1.390], [8.376, -1.846, -5.144], [0.666, -0.511, -5.180], [-6.584, 1.578, 2.885], [-0.539, -0.046, 1.489], [2.720, 3.601, 7.790], [-2.291, 3.130, -1.472], [0.865, -2.048, 1.396], [4.396, 2.087, 2.781]], "orbital_gap_ev": 6.67, "e_tot_ha": -4205.07878, "max_force_ev_per_a": 3.87, "charge": -1}



{"formula": "C23H62O8", "method": "ωB97M-V with the def2-TZVPD basis set", "elements": ["O", "O", "O", "O", "O", "O", "O", "O", "C", "C", "C", "C", "C", "C", "C", "C", "C", "C", "C", "C", "C", "C", "C", "C", "C", "C", "C", "C", "C", "C", "C", "H", "H", "H", "H", "H", "H", "H", "H", "H", "H", "H", "H", "H", "H", "H", "H", "H", "H", "H", "H", "H", "H", "H", "H", "H", "H", "H", "H", "H", "H", "H", "H", "H", "H", "H", "H", "H", "H", "H", "H", "H", "H", "H", "H", "H", "H", "H", "H", "H", "H", "H", "H", "H", "H", "H", "H", "H", "H", "H", "H", "H", "H"], "positions_angstrom": [[-0.514, 3.240, -1.392], [3.826, -1.934, -3.509], [1.103, 5.299, -0.321], [0.398, -3.950, 3.035], [-5.497, -4.392, 0.481], [1.322, 0.767, 1.091], [6.785, 0.868, 1.629], [-4.833, 3.022, 1.845], [-5.585, -3.310, -0.471], [-3.027, 1.762, 0.880], [-1.899, -4.229, 2.258], [4.539, -0.054, 1.724], [2.538, 3.754, 0.748], [2.733, -2.109, -2.600], [-0.609, -6.120, 3.255], [-0.311, -1.072, 1.081], [-4.180, -2.803, -0.777], [0.270, 0.143, 0.373], [2.214, 5.223, 0.621], [-0.957, 1.512, -2.930], [-6.310, -3.798, -1.714], [5.421, 1.517, 3.482], [3.367, 6.016, 0.037], [-4.357, 2.459, 0.605], [-0.517, -4.863, 2.399], [0.072, 2.529, -2.491], [-4.270, 3.505, -0.491], [1.527, -1.311, -3.076], [2.441, -3.588, -2.562], [0.426, 3.507, -3.596], [5.757, 0.405, 2.517], [-1.340, 0.956, -2.074], [1.021, 4.313, -3.165], [-5.251, -5.197, 0.014], [1.888, 5.670, 1.562], [-4.200, -1.826, -1.265], [1.023, 3.014, -4.367], [-3.625, -3.535, -1.364], [-0.555, 0.780, -3.637], [1.629, -0.247, -2.860], [-0.925, -5.831, 4.262], [3.022, -1.789, -1.591], [0.598, -1.647, -2.603], [-2.913, 1.621, 1.957], [0.962, 1.988, -2.142], [-1.297, -6.861, 2.851], [0.379, -6.564, 3.390], [1.608, -3.770, -1.878], [-7.224, -4.337, -1.467], [-5.142, 4.163, -0.488], [-1.911, -3.322, 1.656], [-5.742, 3.299, 1.697], [0.127, 3.911, -1.108], [-5.092, 1.694, 0.315], [-0.491, 3.899, -4.031], [3.710, 5.529, -0.880], [-0.076, -5.064, 1.424], [-3.668, -2.655, 0.176], [-6.581, -2.973, -2.378], [3.736, -0.326, 2.412], [4.789, -0.923, 1.112], [-1.797, 2.004, -3.428], [-0.509, 0.884, 0.212], [1.374, -1.527, -4.136], [-3.367, 4.115, -0.452], [3.302, -4.151, -2.210], [-5.655, -4.469, -2.277], [3.095, 7.051, -0.175], [-2.968, 0.774, 0.425], [-1.211, -1.360, 0.514], [2.885, 3.338, -0.199], [7.386, 0.140, 1.458], [0.308, -1.963, 0.955], [5.459, 2.469, 2.948], [1.667, 3.179, 1.048], [4.420, 1.371, 3.898], [-2.281, -3.953, 3.243], [3.330, 3.660, 1.494], [6.128, -0.458, 3.087], [-6.158, -2.538, 0.044], [2.138, -3.928, -3.554], [-2.217, 2.395, 0.522], [3.905, -0.994, -3.697], [6.068, 1.592, 4.356], [4.254, 6.059, 0.678], [0.745, 6.190, -0.334], [0.568, -0.223, -0.619], [1.996, 0.100, 1.254], [-0.034, -3.602, 3.822], [-4.241, 3.013, -1.470], [-0.617, -0.882, 2.106], [-2.526, -4.985, 1.781], [4.216, 0.738, 1.044]], "orbital_gap_ev": 10.32, "e_tot_ha": -1515.38534, "max_force_ev_per_a": 1.19}



{"formula": "C22H27BN6PdS3", "method": "ωB97M-V with the def2-TZVPD basis set", "elements": ["Pd", "S", "S", "S", "N", "N", "N", "N", "N", "N", "C", "C", "C", "C", "C", "C", "C", "C", "C", "C", "C", "C", "C", "C", "C", "C", "C", "C", "C", "C", "C", "C", "B", "H", "H", "H", "H", "H", "H", "H", "H", "H", "H", "H", "H", "H", "H", "H", "H", "H", "H", "H", "H", "H", "H", "H", "H", "H", "H", "H"], "positions_angstrom": [[-0.593, 0.192, 0.566], [-2.080, 1.803, 3.208], [-4.642, -0.661, -1.739], [1.057, -1.778, 0.951], [0.498, 0.795, 3.248], [-0.818, -0.029, -2.679], [0.274, 2.672, 2.167], [-0.674, -1.454, 3.111], [-1.553, -2.571, 1.439], [1.076, 1.622, -0.821], [-1.872, -1.980, 3.525], [-2.534, 0.052, -0.317], [-0.048, -0.049, -3.752], [3.978, 0.233, 0.333], [-1.857, -0.584, -5.179], [-2.422, -2.677, 2.507], [-0.501, -1.761, 1.779], [4.421, 1.479, -1.797], [-3.686, -0.067, 0.553], [2.128, 1.180, -0.976], [-0.497, -0.320, -5.037], [-0.345, 3.754, 1.445], [-0.428, 1.652, 2.736], [1.621, 2.483, 2.363], [-2.128, -0.276, -2.804], [1.743, 1.312, 3.036], [-2.674, -0.562, -4.072], [-2.946, -0.240, -1.595], [-4.850, -0.440, -0.047], [3.453, 0.542, -1.067], [3.257, -0.760, -1.857], [-1.764, -3.104, 0.122], [0.236, -0.563, 3.980], [4.198, -1.318, -1.873], [-2.279, -0.806, -6.155], [-1.407, -4.137, 0.046], [0.184, -0.324, -5.879], [-5.813, -0.585, 0.421], [2.360, 3.141, 1.941], [3.261, -0.362, 0.902], [5.387, 0.980, -1.902], [2.954, -0.548, -2.884], [-0.973, 4.346, 2.115], [2.484, -1.370, -1.388], [-3.598, 0.140, 1.614], [-0.325, -0.378, 5.045], [-2.826, -3.049, -0.124], [0.444, 4.372, 1.014], [-2.254, -1.763, 4.506], [-3.732, -0.764, -4.185], [4.567, 2.402, -1.235], [-1.217, -2.485, -0.589], [4.161, 1.157, 0.885], [2.619, 0.760, 3.323], [1.338, -1.066, 4.144], [-3.371, -3.175, 2.421], [4.920, -0.312, 0.228], [1.002, 0.167, -3.571], [4.050, 1.735, -2.791], [-0.966, 3.348, 0.645]], "orbital_gap_ev": 3.85, "e_tot_ha": -2530.39464, "max_force_ev_per_a": 1.05, "charge": -2}



{"formula": "C18H13ClF3N4O8S", "method": "ωB97M-V with the def2-TZVPD basis set", "elements": ["Cl", "S", "F", "F", "F", "O", "O", "O", "O", "O", "O", "O", "O", "N", "N", "N", "N", "C", "C", "C", "C", "C", "C", "C", "C", "C", "C", "C", "C", "C", "C", "C", "C", "C", "C", "H", "H", "H", "H", "H", "H", "H", "H", "H", "H", "H", "H", "H"], "positions_angstrom": [[7.296, 3.330, -2.378], [-0.817, -0.909, 3.648], [-2.093, -3.141, 4.443], [0.031, -3.438, 3.957], [-0.539, -2.410, 5.813], [-0.187, 2.008, -1.917], [-0.982, -1.518, -2.525], [-1.870, -0.133, 4.252], [-1.943, 1.098, -0.824], [-5.209, -1.973, 1.160], [1.194, -1.604, -1.817], [-4.927, -2.161, -1.008], [0.562, -0.477, 3.632], [1.479, 0.875, -0.125], [-2.250, -1.658, -2.006], [-4.471, -1.997, 0.145], [0.011, -1.620, -1.525], [2.652, 0.376, -0.057], [-2.747, 1.615, -1.934], [5.958, 2.452, -1.770], [-3.056, -1.827, 0.367], [6.156, 1.163, -1.247], [-2.618, -1.505, 1.665], [-0.698, -1.739, -0.330], [5.076, 0.473, -0.698], [4.678, 3.025, -1.795], [3.787, 1.050, -0.682], [-1.272, -1.258, 1.942], [-0.633, 1.382, -0.968], [3.592, 2.308, -1.284], [0.218, 0.835, 0.139], [-0.279, -1.281, 0.921], [-4.161, 1.229, -1.627], [-2.057, -1.865, -0.673], [-0.860, -2.594, 4.521], [0.788, -1.231, 1.142], [5.208, -0.523, -0.274], [-3.360, -1.415, 2.455], [7.149, 0.723, -1.266], [-2.612, 2.703, -1.983], [-4.424, 1.512, -0.601], [-2.388, 1.152, -2.862], [4.537, 4.016, -2.211], [-4.845, 1.725, -2.320], [2.583, 2.713, -1.339], [2.861, -0.585, 0.443], [-4.292, 0.145, -1.737], [-0.228, 0.956, 1.141]], "orbital_gap_ev": 5.04, "e_tot_ha": -2672.39119, "max_force_ev_per_a": 4.01, "charge": -1}